Computed, not measured: a molecular structure, C61H53N4NiO2P3, with ωB97M-V with the def2-TZVPD basis set.

Atoms and positions in Å:
Ni: 1.0389 -1.3148 0.8255
C: 1.3675 -0.6615 -2.5922
N: -0.0327 -1.1127 -2.3178
P: 0.0592 -2.1809 -1.0016
C: 0.8685 -3.6530 -1.7418
C: 1.2240 -4.7027 -0.9026
C: 1.7389 -5.8754 -1.4334
C: 1.9025 -6.0104 -2.8035
C: 1.5332 -4.9711 -3.6465
C: 1.0124 -3.7996 -3.1188
C: -1.5880 -2.9067 -0.7890
C: -2.3199 -3.3315 -1.8973
C: -3.4964 -4.0344 -1.7220
C: -3.9468 -4.3291 -0.4387
C: -3.2241 -3.9078 0.6649
C: -2.0429 -3.1960 0.4892
P: -1.0094 0.3616 -2.6243
C: -0.8409 0.2605 -4.4523
C: -0.5280 1.4336 -5.1284
C: -0.4202 1.4466 -6.5155
C: -0.6207 0.2788 -7.2318
C: -0.9311 -0.9023 -6.5631
C: -1.0426 -0.9095 -5.1842
C: -2.7567 -0.1665 -2.4435
C: -3.6674 -0.0373 -3.4926
C: -5.0210 -0.2739 -3.2911
C: -5.4923 -0.6244 -2.0354
C: -4.6025 -0.7253 -0.9740
C: -3.2536 -0.4851 -1.1764
H: 2.0650 -1.4938 -2.5187
H: 1.6827 0.1154 -1.8869
H: 1.4303 -0.2622 -3.6038
H: 1.0980 -4.6033 0.1692
H: 2.0224 -6.6821 -0.7694
H: 2.3161 -6.9223 -3.2144
H: 1.6479 -5.0717 -4.7183
H: 0.7100 -2.9981 -3.7819
H: -1.9672 -3.1015 -2.8950
H: -4.0648 -4.3571 -2.5846
H: -4.8597 -4.8949 -0.3043
H: -3.5734 -4.1314 1.6646
H: -1.4822 -2.8600 1.3518
H: -0.3742 2.3468 -4.5639
H: -0.1758 2.3665 -7.0309
H: -0.5382 0.2829 -8.3111
H: -1.0921 -1.8149 -7.1231
H: -1.2934 -1.8265 -4.6646
H: -3.3336 0.2584 -4.4776
H: -5.7076 -0.1728 -4.1223
H: -6.5491 -0.8017 -1.8796
H: -4.9557 -0.9785 0.0181
H: -2.5780 -0.5560 -0.3347
O: -0.3687 -0.0755 1.0704
N: -0.2850 0.5316 2.2069
N: 0.8444 0.4011 2.7515
O: 1.8190 -0.2525 2.1486
C: 1.0736 0.9008 4.0748
C: 2.1043 0.3358 4.8060
C: 2.3071 0.7769 6.1054
C: 1.4923 1.7578 6.6502
C: 0.4680 2.3120 5.8925
C: 0.2481 1.8878 4.5932
H: 2.7105 -0.4424 4.3647
H: 3.1038 0.3410 6.6933
H: 1.6515 2.0905 7.6675
H: -0.1643 3.0824 6.3136
H: -0.5432 2.3081 3.9881
C: -4.1796 4.2359 -3.7203
C: -2.8275 4.4218 -3.4716
C: -2.2504 3.9051 -2.3192
C: -3.0169 3.1997 -1.3917
C: -4.3718 3.0051 -1.6615
C: -4.9489 3.5248 -2.8095
P: -2.2247 2.3276 0.0105
C: -3.4955 2.4718 1.3199
C: -4.2982 3.5925 1.5431
C: -5.2374 3.5981 2.5614
C: -5.3941 2.4785 3.3714
C: -4.6165 1.3529 3.1501
C: -3.6774 1.3504 2.1255
C: -0.9243 3.5056 0.5472
C: -1.0749 4.5248 1.4849
C: -0.0069 5.3500 1.8087
C: 1.2293 5.1677 1.2048
C: 1.3991 4.1422 0.2860
C: 0.3319 3.3141 -0.0311
H: -4.6318 4.6456 -4.6145
H: -2.2163 4.9737 -4.1753
H: -1.1949 4.0680 -2.1354
H: -4.9829 2.4361 -0.9710
H: -6.0044 3.3674 -2.9946
H: -4.1966 4.4616 0.9034
H: -5.8489 4.4765 2.7254
H: -6.1260 2.4849 4.1691
H: -4.7382 0.4749 3.7721
H: -3.0652 0.4723 1.9551
H: -2.0240 4.6714 1.9833
H: -0.1421 6.1383 2.5388
H: 2.0587 5.8156 1.4576
H: 2.3651 3.9777 -0.1748
H: 0.4707 2.4967 -0.7314
C: 5.5831 -3.1115 -1.3936
C: 4.8665 -1.9256 -1.3403
C: 3.8136 -1.7765 -0.4507
C: 3.4290 -2.8120 0.4079
C: 4.1506 -4.0130 0.3280
C: 5.2100 -4.1520 -0.5509
N: 2.3076 -2.6492 1.2137
C: 2.2544 -3.0915 2.5214
C: 3.3683 -3.5458 3.2519
C: 3.2477 -3.9188 4.5809
C: 2.0338 -3.8482 5.2508
C: 0.9284 -3.3834 4.5512
C: 1.0341 -3.0209 3.2209
H: 6.4160 -3.2240 -2.0748
H: 5.1329 -1.1004 -1.9905
H: 3.2869 -0.8303 -0.3937
H: 3.8418 -4.8580 0.9299
H: 5.7417 -5.0952 -0.5903
H: 4.3434 -3.5695 2.7874
H: 4.1322 -4.2607 5.1059
H: 1.9537 -4.1375 6.2898
H: -0.0308 -3.2933 5.0474
H: 0.1535 -2.6483 2.7081

Output
Kohn-Sham gap (spin up / spin down)	6.87 / 6.87	eV
highest occupied orbital energy (spin up / spin down)	-6.588 / -6.588	eV
LUMO energy (spin up / spin down)	0.011 / 0.010	Eh



Computed, not measured: C6H10O in the gas phase, with ωB97M-V with the def2-TZVPD basis set.

Atoms and positions in Å:
O: 1.4073 -1.6547 1.5042
C: 2.0868 -1.0888 0.6798
C: 1.6254 0.1082 -0.1144
C: 0.3838 0.7821 0.4923
C: -0.8186 0.7439 -0.4344
C: -1.3984 -0.5960 -0.7802
C: -2.1947 0.3743 0.0427
H: 3.1106 -1.4568 0.4456
H: 2.4940 0.7661 -0.2563
H: 1.3872 -0.2869 -1.1131
H: 0.6231 1.8158 0.7548
H: 0.1433 0.2584 1.4270
H: -0.8006 1.4677 -1.2471
H: -1.7050 -0.7829 -1.8040
H: -0.9725 -1.4503 -0.2595
H: -3.0446 0.8597 -0.4322
H: -2.3270 0.1401 1.0948

Output
Kohn-Sham gap	10.93	eV
highest occupied orbital energy	-9.839	eV
LUMO energy	0.040	Eh



Computed, not measured: 2 unconnected molecules or ions with the total composition C6H14O in a non-equilibrium geometry, with ωB97M-V with the def2-TZVPD basis set.

Atoms and positions in Å:
C: -1.4680 -0.8264 -1.0326
C: -1.1250 -0.2946 0.3581
C: -2.2919 0.5025 0.9385
C: 0.1350 0.5747 0.3343
C: 1.3757 -0.1582 -0.1180
C: 2.6488 0.6658 -0.1404
O: 1.4606 -1.4109 0.4196
H: -2.3240 -1.5086 -0.9834
H: -0.6207 -1.3495 -1.4840
H: -1.7298 0.0018 -1.7036
H: -0.9295 -1.1504 1.0197
H: -3.2052 -0.1018 0.9593
H: -2.4946 1.3911 0.3271
H: -2.0846 0.8376 1.9623
H: 0.2722 1.0516 1.3219
H: 0.0407 1.3885 -0.3924
H: 1.2872 -0.2657 -1.6291
H: 3.5694 0.1301 0.1235
H: 2.6104 1.6580 0.3235
H: 2.4899 0.6606 -1.2212
H: 2.3496 -1.7411 0.2425

Output
Kohn-Sham gap	10.00	eV
highest occupied orbital energy	-9.099	eV
LUMO energy	0.033	Eh